Entry 1:
ORCA calculation (ωB97M-V/def2-TZVPD) on C48H45Cl2CsN12O2S2Si as an isolated structure at a distorted geometry.

- frontier orbital gap (hartree) = 0.160
- energy relative to the best compared isomer or geometry (same formula, charge and spin) (kcal/mol) = 26.78
- 2S+1 = 1
- LUMO energy (Ha) = 0.119
- maximum force (hartree/bohr) = 0.038
- HOMO level (eV) = -1.112
- net charge = -2
- calculated total energy (Ha) = -4690.263676

CARTESIAN COORDINATES (ANGSTROEM)
Cs: 0.21654 0.30731 0.57028
C: -1.24001 -4.16011 -3.86303
C: -0.98241 -2.91982 -3.23878
N: 0.13665 -2.26149 -3.39292
C: 1.10907 -2.78233 -4.19079
C: 0.93992 -4.00906 -4.87969
C: -0.28309 -4.69062 -4.67662
C: 1.95402 -4.51175 -5.73737
C: 3.10148 -3.77008 -5.88393
C: 3.30273 -2.55304 -5.21732
C: 2.34953 -2.01441 -4.32900
N: 2.50140 -0.93207 -3.56272
C: 3.21794 0.15235 -3.90069
C: 3.43522 0.64195 -5.20279
C: 3.97739 1.91439 -5.44555
C: 4.32860 2.76897 -4.43101
C: 4.15332 2.32149 -3.09526
C: 4.42865 3.15087 -1.98187
C: 4.23169 2.69261 -0.71526
C: 3.79589 1.35778 -0.55170
N: 3.52891 0.55928 -1.54978
C: 3.66434 1.02401 -2.82005
H: -2.18268 -4.66670 -3.69384
H: -1.73228 -2.46569 -2.58936
H: -0.44305 -5.63733 -5.18299
H: 1.80724 -5.45205 -6.25663
H: 3.88902 -4.13976 -6.53505
H: 4.23273 -2.01630 -5.34748
H: 3.10725 0.03318 -6.03403
H: 4.08413 2.24533 -6.47477
H: 4.70817 3.76606 -4.62305
H: 4.77004 4.16537 -2.15959
H: 4.39886 3.31547 0.15536
H: 3.65179 0.95584 0.44890
Cl: 0.19774 -2.84418 2.76765
C: 1.20723 -3.29582 1.34175
Cl: 0.45121 -2.85618 -0.18963
H: 1.33835 -4.36878 1.36284
H: 2.14391 -2.76107 1.42758
N: -5.12611 -0.82405 -1.20399
C: -4.71697 0.12149 -2.12595
C: -5.38166 1.15710 -2.78146
C: -4.62135 1.91946 -3.65058
C: -3.25518 1.65420 -3.86556
C: -2.61150 0.62775 -3.20248
C: -3.36471 -0.14371 -2.31856
N: -2.94639 -1.18575 -1.49923
C: -4.01213 -1.56786 -0.87499
C: -4.09630 -2.62653 0.14556
C: -5.21293 -2.95980 0.84159
S: -4.85062 -4.20270 1.94930
C: -3.22301 -4.19986 1.39710
N: -2.96386 -3.34620 0.46091
H: -6.02341 -0.86882 -0.75990
H: -6.43004 1.37012 -2.60991
H: -5.08568 2.74882 -4.17167
H: -2.69193 2.28762 -4.53996
H: -1.55377 0.43009 -3.32871
H: -6.20267 -2.53268 0.78478
H: -2.48034 -4.85563 1.83700
N: 0.67007 0.23365 8.97598
C: 0.96316 0.49442 7.62108
C: 2.16723 1.09872 7.26639
C: 2.45273 1.37313 5.93737
C: 1.52609 1.05831 4.95610
C: 0.31387 0.47096 5.30071
C: 0.03567 0.18796 6.62779
S: 1.84703 1.37864 3.25374
O: 2.90232 2.36168 3.18543
O: 0.55432 1.77916 2.72073
N: 2.20389 -0.01024 2.56556
C: 3.43219 -0.55842 2.83113
N: 3.79276 -1.58627 2.03107
C: 5.00863 -2.08416 2.16869
C: 5.91769 -1.62927 3.11045
C: 5.43367 -0.63621 3.94374
N: 4.22770 -0.10629 3.83275
H: 1.48868 0.08005 9.54324
H: 0.00414 -0.51176 9.10486
H: 2.88819 1.34793 8.03893
H: 3.39108 1.82244 5.64071
H: -0.41079 0.24198 4.52580
H: -0.91055 -0.27158 6.89659
H: 5.27165 -2.88995 1.48796
H: 6.91731 -2.03095 3.19854
H: 6.05167 -0.24508 4.74983
C: 0.12721 2.94467 -2.75712
C: -0.95410 3.17641 -1.72571
C: -1.57348 4.41187 -1.61841
C: -2.56370 4.55036 -0.63997
C: -2.89211 3.49653 0.17533
C: -2.23215 2.22843 0.01239
N: -1.26501 2.12450 -0.96036
N: -2.49215 1.14077 0.75124
Si: -3.33024 1.06082 2.20948
C: -2.91462 -0.57767 3.04142
C: -5.20910 1.01665 2.03205
C: -2.92440 2.43362 3.43898
H: -0.28184 2.97029 -3.77240
H: 0.59858 1.97184 -2.61321
H: 0.90308 3.71046 -2.70279
H: -1.28814 5.23066 -2.26801
H: -3.07439 5.50097 -0.52037
H: -3.65827 3.60379 0.93663
H: -3.55131 -1.37406 2.65048
H: -3.06806 -0.52977 4.12715
H: -1.87584 -0.87325 2.84532
H: -5.47670 0.28425 1.26187
H: -5.61589 1.98709 1.72347
H: -5.69020 0.72134 2.97407
H: -1.91092 2.80836 3.24544
H: -2.95563 2.06684 4.47278
H: -3.61795 3.27873 3.35997

Löwdin atomic charge list, values in e, 5 entries:
1 Cs 1.140
2 C -0.077
3 C -0.187
4 N 0.117
5 C -0.149

---

Entry 2:
ORCA calculation (ωB97M-V/def2-TZVPD) on C48H45ErIN2O6P2S as an isolated structure at a distorted geometry.

- frontier orbital gap (spin up / spin down) (hartree) = 0.239 / 0.239
- 2S+1 = 4
- LUMO energy (spin up / spin down) (Ha) = 0.060 / 0.060
- ⟨S²⟩ = 3.752
- maximum force (hartree/bohr) = 0.039
- HOMO level (spin up / spin down) (eV) = -4.871 / -4.870
- net charge = -1
- calculated total energy (Ha) = -4810.848763

CARTESIAN COORDINATES (ANGSTROEM)
Er: 0.71251 -1.38391 0.20394
C: -5.99790 4.76993 1.14726
S: -5.54694 3.49101 -0.06231
C: -3.73387 3.53088 0.05587
C: -3.18406 3.02163 1.37758
C: -1.68083 2.70890 1.27932
N: -1.39600 1.37480 0.79455
P: -1.70393 1.02478 -0.89749
C: -2.59362 -0.72943 -0.38277
C: -3.95802 -0.50862 -0.18437
C: -4.86839 -1.54177 -0.09276
C: -4.43959 -2.85031 -0.23926
C: -3.10011 -3.10206 -0.48689
C: -2.19483 -2.05767 -0.57698
C: -0.31484 2.33167 -1.38404
C: 0.98325 2.17961 -0.91135
C: 2.02347 2.93012 -1.41735
C: 1.77791 3.85931 -2.41687
C: 0.49152 4.02820 -2.89529
C: -0.54434 3.26002 -2.38858
P: -1.08125 0.01430 1.75946
C: -2.54860 -0.13480 2.86201
C: -2.84984 0.87964 3.76872
C: -4.04448 0.86824 4.46094
C: -4.94761 -0.16166 4.25678
C: -4.62572 -1.20671 3.41007
C: -3.42562 -1.20151 2.72054
C: 0.10676 0.56915 3.04390
C: 0.04931 -0.06403 4.28533
C: 1.00446 0.19951 5.24704
C: 2.03352 1.08922 4.98204
C: 2.11784 1.69636 3.73954
C: 1.16756 1.42942 2.76921
H: -7.07421 4.88867 1.07966
H: -5.50657 5.70562 0.89215
H: -5.72157 4.43971 2.14444
H: -3.39854 4.54792 -0.14856
H: -3.40096 2.88148 -0.75680
H: -3.71723 2.11511 1.66765
H: -3.33839 3.77582 2.15159
H: -1.21913 2.81771 2.26668
H: -1.21625 3.44058 0.60561
H: -4.29575 0.51824 -0.09720
H: -5.90963 -1.32779 0.10059
H: -5.14245 -3.66627 -0.16057
H: -2.75934 -4.11878 -0.61528
H: -1.13880 -2.32006 -0.81843
H: 1.18405 1.41038 -0.15722
H: 3.02984 2.77393 -1.05815
H: 2.58664 4.45210 -2.82016
H: 0.30182 4.75037 -3.67848
H: -1.54396 3.36483 -2.79094
H: -2.14961 1.68341 3.94344
H: -4.27995 1.66128 5.15759
H: -5.89819 -0.15249 4.76734
H: -5.31784 -2.02533 3.27897
H: -3.16158 -2.02384 2.07349
H: -0.74007 -0.77310 4.49173
H: 0.95713 -0.31458 6.19383
H: 2.77368 1.30882 5.73748
H: 2.93460 2.36738 3.51027
H: 1.23276 1.91964 1.80590
O: 7.19422 -3.56388 2.18964
C: 6.29351 -3.14846 2.92001
O: 6.27947 -2.80687 4.09993
C: 4.88057 -3.08141 2.19432
C: 4.77572 -3.46954 0.86357
C: 3.53763 -3.48051 0.25503
N: 2.41041 -3.13339 0.88190
C: 2.50741 -2.78919 2.18332
C: 3.71321 -2.74209 2.86765
C: 1.16381 -2.58441 2.86620
O: 1.04419 -2.74883 4.06546
O: 0.21833 -2.26180 2.04454
H: 5.67441 -3.75311 0.33501
H: 3.42109 -3.80852 -0.77144
H: 3.75261 -2.44333 3.90593
I: 7.65991 -1.78868 -5.20397
C: 5.99459 -1.60904 -3.92208
C: 6.01305 -0.67460 -2.90145
C: 4.91185 -0.55960 -2.07375
C: 3.80511 -1.38229 -2.26590
C: 3.81924 -2.32942 -3.28926
C: 4.91026 -2.44506 -4.12336
C: 2.61796 -1.31142 -1.37533
O: 1.63564 -2.06950 -1.61164
O: 2.60086 -0.53124 -0.38239
H: 6.88220 -0.05163 -2.75271
H: 4.90385 0.16181 -1.27186
H: 2.96544 -2.97781 -3.41609
H: 4.92151 -3.18329 -4.91177
C: -1.47644 -0.08691 -5.00382
C: -0.16255 -0.51902 -4.34046
C: 0.12199 -1.99196 -4.64573
C: 0.98572 0.36375 -4.84696
C: -0.32352 -0.30796 -2.90791
C: -0.41065 -0.07211 -1.70711
H: -1.38753 -0.18955 -6.08374
H: -1.68849 0.94923 -4.75181
H: -2.30232 -0.70088 -4.65134
H: 0.37973 -2.10533 -5.69786
H: -0.74818 -2.60855 -4.42963
H: 0.94371 -2.33170 -4.02233
H: 1.08020 0.28490 -5.92931
H: 1.92423 0.06372 -4.38433
H: 0.79782 1.40448 -4.59156

Löwdin atomic charge list, values in e, 5 entries:
1 Er 1.354
2 C -0.419
3 S 0.774
4 C -0.537
5 C -0.255

---

Entry 3:
ORCA calculation (ωB97M-V/def2-TZVPD) on a 8-piece molecular cluster, C48H46BF7I2O2 overall at a distorted geometry.

- frontier orbital gap (hartree) = 0.297
- 2S+1 = 1
- LUMO energy (Ha) = -0.021
- maximum force (hartree/bohr) = 0.109
- HOMO level (eV) = -8.646
- net charge = 0
- SMILES string = C/C(I)=C(\I)BOC[C@@H](C)O.Fc1ccccc1.Fc1ccccc1.Fc1ccccc1.Fc1ccccc1.Fc1ccccc1.Fc1ccccc1.Fc1ccccc1
- calculated total energy (Ha) = -3326.262235

CARTESIAN COORDINATES (ANGSTROEM)
C: -2.25993 -2.25985 3.25368
C: -0.58903 -2.26402 3.19177
I: 0.66542 -1.81936 4.98223
C: 0.09291 -2.55963 1.86828
I: -1.13001 -3.01538 0.05276
B: 1.76625 -2.51755 1.76420
O: 2.30069 -1.27684 1.09279
C: 2.96294 -1.61804 -0.17692
C: 2.03934 -1.21225 -1.50621
C: 1.24719 0.22910 -1.31592
O: 2.84981 -1.22236 -2.76360
H: -2.73689 -3.15230 2.66146
H: -2.67764 -2.12446 4.33855
H: -2.56717 -1.27372 2.64774
H: 2.46623 -3.37239 2.19721
H: 3.92221 -0.91919 -0.25440
H: 3.31917 -2.73810 -0.21556
H: 1.25191 -2.09332 -1.64112
H: 2.01239 1.10305 -1.07989
H: 0.67518 0.49488 -2.30480
H: 0.48735 0.20552 -0.42604
H: 3.10723 -2.19350 -2.87008
F: 4.72926 -0.75113 -8.58942
C: 3.74346 -0.49911 -7.71804
C: 4.04830 -0.31954 -6.37324
C: 3.02279 -0.05203 -5.46641
C: 1.70123 0.02217 -5.91335
C: 1.40485 -0.16456 -7.26436
C: 2.43174 -0.42094 -8.17255
H: 5.07963 -0.38906 -6.04313
H: 3.25153 0.09764 -4.41416
H: 0.90118 0.22641 -5.20499
H: 0.37507 -0.11043 -7.60921
H: 2.22023 -0.55976 -9.22759
F: 0.87750 2.16404 -3.20578
C: 0.21121 3.31376 -3.03597
C: 0.65218 4.46227 -3.68413
C: -0.04426 5.65844 -3.51169
C: -1.16872 5.69511 -2.68342
C: -1.60049 4.53809 -2.03318
C: -0.91045 3.33979 -2.21469
H: 1.53248 4.41655 -4.31694
H: 0.28781 6.56017 -4.02017
H: -1.70899 6.62929 -2.54568
H: -2.47351 4.56999 -1.38578
H: -1.23749 2.42907 -1.72401
F: 2.71925 -1.84315 8.29375
C: 2.19828 -2.87326 8.97352
C: 2.87785 -3.37907 10.07624
C: 2.33324 -4.44829 10.78739
C: 1.11919 -5.00737 10.38082
C: 0.44719 -4.49587 9.26964
C: 0.98650 -3.41958 8.56553
H: 3.82377 -2.93741 10.37224
H: 2.85286 -4.84599 11.65560
H: 0.69699 -5.84420 10.93312
H: -0.49552 -4.93530 8.95263
H: 0.47309 -3.00381 7.70491
F: 1.99414 6.10766 -5.57165
C: 1.82343 6.77166 -6.72255
C: 1.30802 6.10367 -7.82790
C: 1.12530 6.79594 -9.02497
C: 1.47067 8.14718 -9.10642
C: 1.99202 8.80753 -7.99285
C: 2.16411 8.11787 -6.79293
H: 1.05326 5.05191 -7.74826
H: 0.71573 6.28476 -9.89267
H: 1.33216 8.68559 -10.04157
H: 2.26395 9.85819 -8.05981
H: 2.55970 8.61789 -5.91508
F: -2.11615 -6.04612 8.48840
C: -2.15625 -7.36000 8.74673
C: -1.82150 -7.81824 10.01622
C: -1.86808 -9.18573 10.28711
C: -2.23875 -10.08156 9.28119
C: -2.56806 -9.61224 8.00870
C: -2.53218 -8.24392 7.74140
H: -1.52792 -7.10832 10.78256
H: -1.61576 -9.55344 11.27861
H: -2.27062 -11.14845 9.49165
H: -2.85228 -10.31172 7.22623
H: -2.79367 -7.86115 6.76047
F: -4.25381 -4.16849 2.02749
C: -4.52336 -5.37803 1.51861
C: -3.76553 -5.85762 0.45590
C: -4.04250 -7.11910 -0.07091
C: -5.08247 -7.88310 0.46439
C: -5.84070 -7.39084 1.52773
C: -5.55623 -6.13418 2.06151
H: -2.96714 -5.24658 0.04767
H: -3.45080 -7.50637 -0.89666
H: -5.30104 -8.86508 0.05026
H: -6.65227 -7.98555 1.94001
H: -6.12975 -5.73991 2.89383
F: -0.75335 8.56766 -5.01224
C: -0.48042 9.52780 -4.11879
C: 0.17827 9.19776 -2.93944
C: 0.46722 10.19800 -2.01120
C: 0.08408 11.51670 -2.26812
C: -0.58114 11.83708 -3.45251
C: -0.85994 10.83859 -4.38542
H: 0.46072 8.16673 -2.75331
H: 0.98874 9.95161 -1.08965
H: 0.30569 12.29577 -1.54183
H: -0.88200 12.86344 -3.64841
H: -1.36830 11.07149 -5.31518

Löwdin atomic charge list, values in e, 5 entries:
1 C -0.181
2 C -0.663
3 I 0.845
4 C -0.561
5 I 0.873

---

Entry 4:
ORCA calculation (ωB97M-V/def2-TZVPD) on a 7-piece molecular cluster, C48H46ClO17P overall at a distorted geometry.

- frontier orbital gap (hartree) = 0.257
- 2S+1 = 1
- LUMO energy (Ha) = -0.063
- maximum force (hartree/bohr) = 0.021
- HOMO level (eV) = -8.693
- net charge = 0
- SMILES string = CCP(C)CO[C@](CCOC=O)(COC)CC(=O)Cl.O=C1C=CC(=O)C=C1.O=C1C=CC(=O)C=C1.O=C1C=CC(=O)C=C1.O=C1C=CC(=O)C=C1.O=C1C=CC(=O)C=C1.O=C1C=CC(=O)C=C1
- calculated total energy (Ha) = -3937.052461

CARTESIAN COORDINATES (ANGSTROEM)
C: 8.00072 -3.88804 -2.77593
C: 7.26360 -3.58556 -4.09703
P: 6.56213 -1.87027 -4.11272
C: 7.69727 -0.99564 -5.26314
C: 5.05224 -2.10342 -5.18066
O: 3.92040 -1.67919 -4.42763
C: 2.74101 -2.47886 -4.48375
C: 1.68329 -1.58654 -3.81453
C: 0.53404 -2.33808 -3.15665
O: -0.60622 -1.48124 -2.93531
C: -0.38325 -0.46484 -2.07562
O: -0.32406 0.69685 -2.38942
C: 3.01338 -3.75120 -3.66388
O: 2.08212 -4.75933 -3.97124
C: 2.58232 -6.07132 -3.82798
C: 2.38561 -2.80229 -5.96314
C: 0.92721 -2.79715 -6.33175
O: 0.33172 -1.81770 -6.67767
Cl: 0.08370 -4.35549 -6.34640
H: 9.05311 -3.61614 -2.85304
H: 7.91012 -4.93787 -2.49958
H: 7.57635 -3.29661 -1.96189
H: 6.45215 -4.29878 -4.24830
H: 7.96583 -3.69481 -4.92850
H: 8.48519 -0.54478 -4.65624
H: 7.14944 -0.17692 -5.73500
H: 8.15173 -1.62793 -6.02712
H: 4.98993 -3.15774 -5.45791
H: 5.14302 -1.50274 -6.09015
H: 1.29132 -0.85361 -4.52085
H: 2.22695 -1.02297 -3.05016
H: 0.14996 -3.15673 -3.75947
H: 0.84554 -2.75231 -2.19154
H: -0.29787 -0.75715 -1.01496
H: 4.03592 -4.09696 -3.86177
H: 2.97019 -3.50921 -2.59385
H: 1.73062 -6.74777 -3.80590
H: 3.15022 -6.18372 -2.90008
H: 3.22403 -6.33874 -4.67546
H: 2.80730 -3.76768 -6.25113
H: 2.82679 -2.04984 -6.61932
O: 0.75197 -0.17344 1.29435
C: 0.26741 0.81891 1.80403
C: 0.35918 1.04978 3.26326
C: -0.18185 2.13275 3.81414
C: -0.89272 3.14399 2.99019
O: -1.38983 4.12736 3.50293
C: -0.98381 2.90695 1.52759
C: -0.44369 1.82380 0.97693
H: 0.87510 0.30131 3.84884
H: -0.13455 2.31928 4.87913
H: -1.51197 3.65390 0.94890
H: -0.49698 1.60253 -0.08304
O: 1.77938 -5.13568 -0.07488
C: 1.52899 -4.80333 1.06408
C: 1.14231 -3.41066 1.39483
C: 0.87953 -3.04583 2.64558
C: 0.96452 -4.01453 3.76394
O: 0.73458 -3.67136 4.90517
C: 1.34189 -5.41297 3.43693
C: 1.60297 -5.77844 2.18459
H: 1.09370 -2.71024 0.57106
H: 0.60641 -2.03191 2.90040
H: 1.39488 -6.10281 4.26958
H: 1.88381 -6.78965 1.91905
O: -3.89367 -1.83472 9.25673
C: -3.00275 -1.47027 8.52026
C: -2.53192 -0.06196 8.51895
C: -1.55549 0.33603 7.70901
C: -0.90156 -0.60969 6.77304
O: -0.01078 -0.23985 6.03264
C: -1.37566 -2.01752 6.76027
C: -2.34980 -2.41264 7.57638
H: -3.02723 0.61497 9.20242
H: -1.20606 1.35964 7.69145
H: -0.88879 -2.68447 6.05977
H: -2.71785 -3.43080 7.59100
O: -2.98092 3.55897 8.11677
C: -3.71431 4.21993 7.40910
C: -3.31992 4.58375 6.02609
C: -4.12215 5.30462 5.24859
C: -5.44222 5.77636 5.73628
O: -6.17986 6.43290 5.03474
C: -5.83789 5.40905 7.12088
C: -5.03469 4.68686 7.89693
H: -2.35393 4.23544 5.68767
H: -3.85064 5.57901 4.23709
H: -6.81183 5.75256 7.44311
H: -5.30079 4.40237 8.90711
O: -8.89669 5.28101 5.92999
C: -9.63025 5.94200 5.22830
C: -9.23498 6.31733 3.84766
C: -10.03831 7.04476 3.07637
C: -11.36090 7.51110 3.56216
O: -12.09453 8.17187 2.86016
C: -11.75336 7.13850 4.94613
C: -10.95081 6.41232 5.71851
H: -8.26103 5.97549 3.52382
H: -9.77247 7.33512 2.06805
H: -12.72122 7.49163 5.27838
H: -11.21441 6.12708 6.72911
O: 2.33966 3.74312 -9.75309
C: 2.86069 2.68597 -9.47683
C: 4.19182 2.31884 -10.02915
C: 4.76709 1.15698 -9.73259
C: 4.10226 0.18281 -8.83357
O: 4.62353 -0.88088 -8.56134
C: 2.77678 0.54762 -8.28060
C: 2.19689 1.70640 -8.57896
H: 4.65403 3.04871 -10.68138
H: 5.73350 0.86618 -10.12428
H: 2.30966 -0.18451 -7.63371
H: 1.22751 1.99067 -8.19028

Löwdin atomic charge list, values in e, 5 entries:
1 C -0.177
2 C -0.433
3 P 0.960
4 C -0.307
5 C -0.370